{
  "formula": "C29H38As2F3MnN6O3",
  "method": "wB97M-V/def2-TZVPD",
  "relative_energy_kcal_mol": 18.7,
  "total_charge": -1,
  "e_tot_ev": -206924.853,
  "multiplicity": 6,
  "e_homo_ev": [-4.69, -4.91],
  "species": ["Mn", "N", "C", "C", "O", "N", "C", "C", "O", "O", "H", "H", "H", "H", "H", "H", "C", "As", "C", "C", "C", "C", "C", "C", "C", "As", "C", "C", "H", "H", "H", "H", "H", "H", "H", "H", "H", "H", "H", "H", "H", "H", "H", "H", "F", "C", "F", "F", "C", "C", "C", "C", "C", "C", "C", "C", "H", "H", "H", "H", "C", "N", "C", "N", "C", "N", "C", "N", "C", "C", "H", "H", "H", "H", "H", "H", "H", "H", "H", "H", "H", "H"],
  "coordinates": [[0.114, -0.353, 0.222], [-1.620, 1.439, 0.232], [-1.772, 1.639, 1.689], [-0.401, 1.439, 2.346], [0.201, 2.442, 2.764], [0.000, 0.165, 2.342], [1.344, -0.016, 2.883], [2.443, 0.409, 1.888], [3.541, 0.768, 2.303], [2.112, 0.289, 0.649], [-0.999, 2.164, -0.122], [-2.510, 1.554, -0.241], [-2.464, 0.888, 2.063], [-2.138, 2.635, 1.947], [1.493, -1.081, 3.079], [1.487, 0.546, 3.807], [-0.134, -0.483, -3.811], [0.591, 0.532, -2.293], [2.424, -0.121, -2.449], [0.850, 2.305, -3.135], [0.633, 2.483, -4.501], [0.867, 3.708, -5.108], [1.333, 4.774, -4.353], [1.540, 4.607, -2.992], [1.299, 3.388, -2.364], [1.479, 3.143, -0.406], [1.231, 5.010, 0.165], [3.431, 3.110, -0.319], [0.549, -0.468, -4.659], [-1.113, -0.116, -4.118], [-0.242, -1.512, -3.465], [2.885, 0.234, -3.370], [2.384, -1.211, -2.437], [2.984, 0.201, -1.573], [0.266, 1.667, -5.107], [0.683, 3.829, -6.169], [1.530, 5.731, -4.821], [1.896, 5.446, -2.406], [2.067, 5.649, -0.118], [1.149, 4.982, 1.252], [0.305, 5.416, -0.243], [3.848, 4.028, -0.736], [3.800, 2.249, -0.868], [3.725, 2.988, 0.722], [2.851, -9.528, 0.745], [2.860, -8.913, -0.451], [2.071, -9.650, -1.267], [4.112, -9.041, -0.943], [2.420, -7.488, -0.379], [2.428, -6.724, -1.541], [2.008, -5.409, -1.507], [1.565, -4.826, -0.313], [1.574, -5.608, 0.849], [1.995, -6.926, 0.817], [1.099, -3.477, -0.268], [0.634, -2.350, -0.192], [2.766, -7.166, -2.470], [2.014, -4.811, -2.409], [1.244, -5.160, 1.776], [1.995, -7.519, 1.721], [-3.732, -1.120, 0.750], [-4.866, -2.038, 0.579], [-4.899, -2.464, -0.822], [-3.654, -3.109, -1.242], [-2.556, -2.159, -1.031], [-2.455, -1.724, 0.368], [-2.259, -2.917, 1.209], [-3.353, -3.884, 1.049], [-4.608, -3.224, 1.403], [-3.418, -4.262, -0.365], [-3.682, -0.825, 1.799], [-3.910, -0.234, 0.136], [-5.072, -1.589, -1.453], [-5.725, -3.166, -0.958], [-2.720, -1.279, -1.660], [-1.613, -2.629, -1.312], [-2.205, -2.596, 2.251], [-1.316, -3.383, 0.933], [-4.565, -2.923, 2.451], [-5.433, -3.930, 1.271], [-4.229, -4.982, -0.504], [-2.474, -4.731, -0.647]]
}